Record 1
This record from OMol25 describes CaHg2I as an isolated structure at a distorted geometry. The level of theory is wB97M-V/def2-TZVPD.

The geometry in XYZ format:
```
4
Properties=species:S:1:pos:R:3:forces:R:3:lowdin_charge:R:1
Ca -1.314 0.775 -5.047 -0.247 0.116 -0.998 1.9700
Hg -1.548 2.820 3.238 -0.140 0.312 0.376 1.3603
Hg 2.477 -3.655 2.204 0.318 -0.450 0.241 1.4411
I 0.384 0.061 -0.395 0.070 0.021 0.381 0.2286
```
Forces are in eV/Å.

Summary:
HOMO level   -24.429 eV
DFT total energy   -34816.1170 eV
HOMO-LUMO gap   2.52 eV
LUMO level   -21.91 eV
Charge   +5
Energy relative to the best compared isomer or geometry (same formula, charge and spin)   0.000 eV

***

Record 2
This record from OMol25 describes a single C6H10S molecule at a distorted geometry. The level of theory is wB97M-V/def2-TZVPD.

The geometry in XYZ format:
```
17
Properties=species:S:1:pos:R:3:forces:R:3:lowdin_charge:R:1
C 0.980 0.405 -0.193 1.017 -1.327 0.338 -0.4432
H 4.257 -1.276 -0.560 -0.903 0.511 0.656 -0.1106
C 1.185 1.715 0.158 -1.503 -0.410 -0.221 0.0609
C -0.393 0.017 -0.638 -2.455 2.704 -1.432 -0.2320
S 3.614 -0.423 0.332 1.218 0.645 -0.334 0.6988
H -0.737 0.971 -1.334 0.647 -1.992 1.211 0.1682
H -3.258 0.354 0.491 -1.927 0.196 -0.243 0.0726
C -1.427 -0.121 0.424 2.597 -0.590 0.200 -0.1463
H -0.479 -0.801 -1.329 0.537 -0.589 -0.417 0.1026
C 1.936 -0.633 -0.099 0.737 -1.334 0.410 -0.4846
H -0.950 0.105 1.373 -0.858 -0.067 0.426 0.0983
H 0.255 2.260 0.310 0.286 0.347 -0.364 0.0689
H 2.086 2.228 0.349 1.033 0.038 0.367 0.0410
H 1.839 -1.744 0.065 -1.420 1.360 -1.016 0.0695
H -3.065 -1.360 1.017 -0.114 0.421 0.393 0.0769
H -3.027 -1.099 -0.640 -0.295 0.400 -1.148 0.0646
C -2.818 -0.596 0.274 1.402 -0.314 1.175 -0.1056
```
Forces are in eV/Å.

Summary:
HOMO level (alpha / beta)   -7.285 / -7.574 eV
DFT total energy   -17214.6608 eV
HOMO-LUMO gap (alpha / beta)   6.83 / 8.44 eV
LUMO level (alpha / beta)   -0.45 / 0.87 eV
Energy relative to the best compared isomer or geometry (same formula, charge and spin)   4.963 eV

***

Record 3
This record from OMol25 describes a single C7H11N molecule at a distorted geometry. The level of theory is wB97M-V/def2-TZVPD.

The geometry in XYZ format:
```
19
Properties=species:S:1:pos:R:3:forces:R:3:lowdin_charge:R:1
N -0.877 -0.165 0.087 -7.977 1.106 1.064 -0.2154
C 0.798 -1.137 -1.030 1.621 1.194 -2.178 -0.1089
C -0.149 0.901 -0.230 2.311 6.652 -2.607 -0.4429
H 2.351 -0.960 1.430 -4.030 1.739 -1.065 0.1942
C 1.220 -0.441 1.040 2.204 1.220 2.034 -0.0459
H -2.961 -0.478 1.170 2.894 1.554 -1.427 0.1163
H -0.246 0.715 -2.326 0.405 -1.901 0.494 0.1277
C 0.475 0.345 -1.534 0.918 1.347 -0.535 -0.1073
H 1.706 1.712 0.805 -0.998 -1.130 0.111 0.1262
C 0.960 0.863 0.725 4.155 0.527 1.803 -0.0813
H -2.327 1.396 0.666 1.059 -3.746 1.102 0.1393
C 0.080 -1.079 0.283 0.955 -5.843 1.116 -0.4108
C -1.927 0.228 1.008 -3.833 0.871 3.145 -0.0965
H 1.396 0.802 -1.873 0.403 0.435 0.305 0.0935
H -1.692 0.273 2.191 0.314 0.305 -2.581 0.0993
H 0.346 -1.689 -1.843 0.384 -1.249 0.237 0.1026
H 1.969 -1.287 -0.735 -2.853 0.005 -1.882 0.1534
H -0.480 -2.003 0.524 1.208 -0.104 0.596 0.1665
H -0.644 2.005 -0.358 0.860 -2.982 0.268 0.1899
```
Forces are in eV/Å.

Summary:
SMILES string   CN1[C@@H]2C=C[C@H]1CC2
HOMO level   -8.584 eV
DFT total energy   -8921.6687 eV
HOMO-LUMO gap   9.62 eV
LUMO level   1.04 eV
Energy relative to the best compared isomer or geometry (same formula, charge and spin)   6.060 eV